(1)
The following is a quantum chemistry calculation of the molecule C3H2N2S in a non-equilibrium geometry, from the Open Molecules 2025 dataset.

Positions of all 8 atoms, in Å:
C1 1.005 -0.172 -0.056
C2 -0.013 1.060 -0.018
C3 -1.028 -0.816 -0.032
H1 0.421 2.111 0.176
H2 -1.996 -1.372 -0.073
N1 -1.196 0.603 -0.024
N2 0.195 -1.312 0.047
S1 2.611 -0.102 -0.019

The largest force on an atom is 0.0520 Eh/bohr. Its SMILES is S=C1C=NC=N1. As for the frontier orbital gap: 7.33 eV. As for the energy: -16956.759 eV. For the LUMO energy, the calculation gives -2.127 eV. Its charge is 0. The energy above the lowest of the compared OMol25 structures with the same formula, charge and spin is 14.9 kcal per mole.

***

(2)
The following is a quantum chemistry calculation of the molecule C3H4O in a non-equilibrium geometry, from the Open Molecules 2025 dataset.

Positions of all 8 atoms, in Å:
O1 -1.586 1.213 -0.075
C1 -1.055 0.020 0.324
C2 0.221 -0.228 0.240
C3 1.400 -0.566 -0.190
H1 -0.825 1.779 -0.275
H2 -1.772 -0.699 0.699
H3 1.292 -1.256 -1.021
H4 2.325 -0.262 0.298

The largest force on an atom is 0.0223 Eh/bohr. Its SMILES is C=C=CO. As for the frontier orbital gap: 9.60 eV. As for the energy: -5220.832 eV. For the LUMO energy, the calculation gives 0.814 eV. Its charge is 0. The energy above the lowest of the compared OMol25 structures with the same formula, charge and spin is 30.1 kcal per mole.

***

(3)
The following is a quantum chemistry calculation of a 2-piece molecular cluster, C8H8F5NSi overall in a non-equilibrium geometry, from the Open Molecules 2025 dataset.

Positions of all 23 atoms, in Å:
C1 2.921 2.150 -0.091
C2 2.997 1.227 -1.094
C3 1.864 2.026 0.790
C4 2.128 0.118 -1.128
C5 0.921 1.043 0.689
C6 1.064 0.044 -0.239
C7 -2.184 -3.026 0.514
C8 -2.888 0.707 -0.210
N1 0.236 -1.073 -0.247
F1 -2.779 1.503 0.839
F2 -4.190 0.575 -0.461
F3 -2.280 1.364 -1.222
F4 0.401 -1.901 -1.402
F5 -0.923 -0.982 2.078
Si1 -1.238 -1.414 0.530
H1 3.551 3.001 0.067
H2 3.731 1.353 -1.822
H3 1.795 2.973 1.521
H4 2.166 -0.532 -2.013
H5 0.025 1.117 1.467
H6 -2.765 -3.262 -0.404
H7 -1.651 -3.962 0.439
H8 -2.905 -3.049 1.399

The largest force on an atom is 0.0865 Eh/bohr. As for the frontier orbital gap (spin up / spin down): 6.79 / 6.31 eV. As for the energy: -31376.014 eV. As for the expectation value of S²: 2.0042. For the LUMO energy (spin up / spin down), the calculation gives 0.629 / -2.450 eV. Its spin multiplicity is 3. Its charge is 0.

***

(4)
The following is a quantum chemistry calculation of the molecule C3H4O3 in a non-equilibrium geometry, from the Open Molecules 2025 dataset.

Positions of all 10 atoms, in Å:
C1 -1.705 0.040 -0.062
C2 0.650 0.345 0.066
C3 1.962 -0.459 0.027
H1 -1.669 1.113 -0.420
H2 -2.201 -0.004 0.976
H3 -2.192 -0.700 -0.778
H4 1.919 -1.546 0.208
O1 -0.377 -0.489 0.030
O2 0.606 1.552 0.033
O3 3.007 0.147 -0.080

The largest force on an atom is 0.0384 Eh/bohr. Its SMILES is COC(=O)C=O. As for the frontier orbital gap: 10.13 eV. As for the energy: -9317.237 eV. For the LUMO energy, the calculation gives -0.289 eV. Its charge is 0. The energy above the lowest of the compared OMol25 structures with the same formula, charge and spin is 33.7 kcal per mole.